--- A ---
Formula: C3H3NO4
Source: the OMol25 dataset
Level of theory: ωB97M-V/def2-TZVPD

Structure (ORCA input):
```
! RIJCOSX wB97M-V def2-TZVPD def2/J DEFGRID3
* xyz 0 1
O 2.9438 -0.2910 0.3869
C 2.0243 0.4536 -0.0587
N 0.7095 -0.1768 -0.3256
C -0.3276 0.6709 0.0159
O -0.4707 1.8573 -0.1031
C -1.5801 -0.0256 0.1563
O -2.7222 0.4649 0.2896
O -1.2182 -1.3848 -0.0968
H 1.8452 1.5910 0.0258
H 0.8516 -1.1428 -0.3840
H -2.0557 -2.0167 0.0938
*
```

Output
frontier orbital gap	9.90	eV
M	117.1	g mol⁻¹
E_LUMO	-0.83	eV

=====

--- B ---
Formula: C3H3NO4
Source: the OMol25 dataset
Level of theory: ωB97M-V/def2-TZVPD

Structure (ORCA input):
```
! RIJCOSX wB97M-V def2-TZVPD def2/J DEFGRID3
* xyz 0 1
C 2.0093 -0.1565 -0.3120
C -1.0679 0.3851 -0.2492
C -2.1699 -0.7755 0.1194
H 3.2937 0.2470 -0.4033
H 1.1804 1.6802 0.6662
H -1.7460 -1.5498 1.0242
N 1.2713 0.5348 0.7008
O 1.5246 -1.2682 -0.9026
O 0.0572 -0.1194 0.4605
O -1.0314 1.4906 -0.8783
O -3.3213 -0.4682 -0.2258
*
```

Output
frontier orbital gap	9.60	eV
M	117.1	g mol⁻¹
E_LUMO	-0.98	eV

=====

So which one is most stable? That would be A, about 0.1623 hartree below the next structure.

=====

--- A ---
Formula: C10H15N2
Source: the OMol25 dataset
Level of theory: ωB97M-V/def2-TZVPD

Structure (ORCA input):
```
! RIJCOSX wB97M-V def2-TZVPD def2/J DEFGRID3
* xyz 1 1
C 2.6851 -1.1205 -0.1183
N 1.2951 -0.8862 0.1899
C 0.3303 -1.5082 -0.7115
N -0.9357 -0.7082 -0.4880
C -1.6671 -0.6255 -1.8011
C -1.8700 -1.3023 0.4914
C -0.4683 0.5417 0.1105
C -1.0699 1.7549 0.2868
C -0.4038 2.8254 0.7909
C 0.9120 2.5945 1.3508
C 1.5189 1.3737 1.2953
C 0.8438 0.3811 0.5208
H 2.9282 -0.6584 -1.0223
H 3.2415 -0.6568 0.7005
H 2.8747 -2.2000 -0.0951
H 0.5067 -1.4781 -1.7638
H 0.0900 -2.4698 -0.3279
H -2.0294 -1.7139 -1.9905
H -2.5053 0.1163 -1.8615
H -0.7828 -0.2430 -2.3815
H -2.5092 -2.2283 0.2313
H -1.3834 -1.8280 1.2556
H -2.4629 -0.4136 0.7951
H -2.1328 1.9501 0.0917
H -1.0217 3.7633 0.9306
H 1.5254 3.4898 1.7579
H 2.4907 1.2499 1.7625
*
```

Output
frontier orbital gap	9.28	eV
M	163.2	g mol⁻¹
E_LUMO	-2.58	eV

=====

--- B ---
Formula: C10H15N2
Source: the OMol25 dataset
Level of theory: ωB97M-V/def2-TZVPD

Structure (ORCA input):
```
! RIJCOSX wB97M-V def2-TZVPD def2/J DEFGRID3
* xyz 1 1
C 2.9568 -1.0169 0.4956
C 1.7978 -0.6299 0.0387
C 1.5723 -0.0049 -1.3940
C 1.2804 1.4481 -1.0775
C 0.1226 1.8468 -0.6255
N -0.8873 0.8565 -0.3356
C -1.9880 1.3034 0.2637
C -3.1224 0.3808 0.6146
C -0.4759 -0.5254 -0.4215
C 0.3025 -0.7665 -1.7060
N 0.5249 -0.9055 0.5516
C 0.1731 -0.9916 1.9203
H 3.1787 -1.7236 1.3091
H 3.9600 -0.8216 -0.0399
H 2.2534 -0.1049 -2.2492
H 2.1166 2.1553 -1.0406
H -0.2840 2.8329 -0.5806
H -2.1252 2.3131 0.7341
H -3.4267 0.5806 1.6860
H -3.9549 0.7019 -0.1444
H -2.9044 -0.6322 0.3250
H -1.3657 -1.0871 -0.5592
H -0.2452 -0.1896 -2.5653
H 0.3670 -1.8641 -1.8631
H 0.9441 -0.5457 2.4460
H -0.7762 -0.5195 2.0558
H 0.0060 -2.0904 2.1621
*
```

Output
frontier orbital gap (spin up / spin down)	7.26 / 7.26	eV
M	163.2	g mol⁻¹
E_LUMO (spin up / spin down)	-4.59 / -4.59	eV

=====

So which one is most stable? That would be A, about 0.0372 hartree below the next structure.

=====

--- A ---
Formula: C7H11N4O
Source: the OMol25 dataset
Level of theory: ωB97M-V/def2-TZVPD

Structure (ORCA input):
```
! RIJCOSX wB97M-V def2-TZVPD def2/J DEFGRID3
* xyz 1 1
C -2.1362 0.2710 1.2627
C -0.7630 -1.1570 0.3165
C -2.3080 0.3699 -0.0882
C 2.5535 -0.5269 -0.1440
C 3.6077 0.2971 0.1451
C 1.8271 1.4535 0.0513
C -3.2243 1.2066 -0.8920
N -1.4478 -0.5432 -0.6438
N -1.1896 -0.6885 1.4806
N 1.4130 0.2424 -0.1949
N 2.5098 -1.9014 -0.2701
O 3.1221 1.5549 0.2682
H -2.6159 0.8055 2.0566
H -0.0083 -1.9082 0.1872
H 4.6545 0.1294 0.2752
H -1.3200 -0.6799 -1.6360
H 1.2071 2.3278 0.0870
H -3.4263 2.1438 -0.3798
H -2.7994 1.4202 -1.8691
H -4.1741 0.6924 -1.0389
H -0.8346 -0.9619 2.3867
H 3.4309 -2.3104 -0.3391
H 1.9219 -2.2369 -1.0212
*
```

Output
frontier orbital gap	8.91	eV
M	167.2	g mol⁻¹
E_LUMO	-2.67	eV

=====

--- B ---
Formula: C7H11N4O
Source: the OMol25 dataset
Level of theory: ωB97M-V/def2-TZVPD

Structure (ORCA input):
```
! RIJCOSX wB97M-V def2-TZVPD def2/J DEFGRID3
* xyz 1 1
C 1.9308 2.3033 0.5859
N 1.0300 1.1816 0.4016
C -0.0730 1.2441 -0.3002
C -1.1909 0.3769 -0.1543
N -1.2311 -0.8547 0.4224
C -2.4263 -1.3604 0.0615
C -3.2282 -0.4558 -0.6660
N -2.3870 0.5840 -0.8408
C 1.3905 -0.2030 0.8274
C 1.0843 -1.1931 -0.3982
N 1.5277 -2.3989 -0.0737
O 0.5539 -0.8151 -1.4062
H 2.7909 2.0551 -0.0509
H 1.3484 3.1194 0.3182
H 2.2071 2.2346 1.5828
H -0.1854 2.2673 -0.7795
H -2.8608 -2.3945 0.4760
H -4.2257 -0.5717 -1.0757
H -2.5787 1.3518 -1.4760
H 0.8354 -0.4987 1.6798
H 2.5110 -0.2310 0.8509
H 1.9769 -2.6605 0.7134
H 1.2002 -3.0806 -0.6985
*
```

Output
frontier orbital gap (spin up / spin down)	8.12 / 8.12	eV
M	167.2	g mol⁻¹
E_LUMO (spin up / spin down)	-4.37 / -4.37	eV

=====

So which one is most stable? That would be A, about 0.0516 hartree below the next structure.

=====

--- A ---
Formula: C4H7ClOS
Source: the OMol25 dataset
Level of theory: ωB97M-V/def2-TZVPD

Structure (ORCA input):
```
! RIJCOSX wB97M-V def2-TZVPD def2/J DEFGRID3
* xyz 0 1
C 1.1147 -0.4671 -0.9155
C -0.0412 0.5510 -0.4067
C -0.6821 -0.1883 0.8999
C -1.9182 -0.5268 0.9651
H 3.2012 0.5638 -0.0257
H 1.3801 -0.3582 -2.0577
H 0.5544 -1.3472 -1.0589
H -0.8340 0.3408 -1.2382
H -0.1877 2.1407 1.0267
H 0.0061 -0.5110 1.7794
H -2.6468 -0.9613 1.6268
O 0.4243 1.8573 -0.0717
S 2.4973 -0.7255 0.0409
Cl -2.8682 -0.3682 -0.5643
*
```

Output
frontier orbital gap	9.15	eV
M	138.6	g mol⁻¹
E_LUMO	0.19	eV

=====

--- B ---
Formula: C4H7ClOS
Source: the OMol25 dataset
Level of theory: ωB97M-V/def2-TZVPD

Structure (ORCA input):
```
! RIJCOSX wB97M-V def2-TZVPD def2/J DEFGRID3
* xyz 0 1
C 0.5831 0.3742 1.7079
C 0.6028 0.0287 0.2157
Cl 2.2079 -0.4697 -0.3085
C -0.0676 0.8365 -0.7873
O -0.9950 1.7611 -0.3752
C -0.4978 -0.5872 -0.5798
S -2.0531 -0.7476 0.0856
H 0.9547 -0.4279 2.3308
H 1.2762 1.2485 1.9259
H -0.3963 0.6938 2.1083
H 0.4513 1.0617 -1.7439
H -0.5333 2.5647 -0.0484
H -0.1562 -1.2124 -1.3781
H -2.0433 -1.9836 0.3434
*
```

Output
frontier orbital gap	9.49	eV
M	138.6	g mol⁻¹
E_LUMO	0.62	eV

=====

So which one is most stable? That would be B, about 0.0950 hartree below the next structure.

=====

--- A ---
Formula: C4H5N2
Source: the OMol25 dataset
Level of theory: ωB97M-V/def2-TZVPD

Structure (ORCA input):
```
! RIJCOSX wB97M-V def2-TZVPD def2/J DEFGRID3
* xyz 1 1
C -2.2678 -2.1427 -0.1897
C 0.3188 0.4255 -0.1440
C -1.1834 0.7073 0.1893
C 1.8469 0.3314 -0.0386
N -0.5551 -0.4439 -0.4523
N -1.3444 -1.4879 -0.3731
H -1.5655 0.4530 1.2022
H -1.9160 1.3242 -0.3137
H 2.1717 0.6519 0.9539
H 2.4367 0.9281 -0.6945
H 2.0581 -0.7468 -0.1394
*
```

Output
frontier orbital gap	10.27	eV
M	81.1	g mol⁻¹
E_LUMO	-6.36	eV

=====

--- B ---
Formula: C4H5N2
Source: the OMol25 dataset
Level of theory: ωB97M-V/def2-TZVPD

Structure (ORCA input):
```
! RIJCOSX wB97M-V def2-TZVPD def2/J DEFGRID3
* xyz 1 1
C -1.5699 0.4509 -1.0120
C 0.3225 0.1777 0.0358
C -1.0375 -0.3312 0.2216
C 1.6831 0.0089 0.5001
N -0.2201 0.8082 -0.9820
N -2.5800 0.3596 -1.5389
H -1.1470 -1.3356 0.1310
H -1.6548 -0.0572 1.0726
H 1.5693 -0.7288 1.3232
H 2.2798 0.9116 0.5735
H 2.3546 -0.2640 -0.3249
*
```

Output
frontier orbital gap (spin up / spin down)	8.72 / 9.05	eV
M	81.1	g mol⁻¹
E_LUMO (spin up / spin down)	-7.80 / -7.59	eV

=====

--- C ---
Formula: C4H5N2
Source: the OMol25 dataset
Level of theory: ωB97M-V/def2-TZVPD

Structure (ORCA input):
```
! RIJCOSX wB97M-V def2-TZVPD def2/J DEFGRID3
* xyz 1 1
C 0.6509 0.9967 0.5234
C 0.7077 -0.3378 1.0002
C -0.7793 0.3873 -1.1453
C -0.5322 -1.0569 -0.7458
N -0.4388 1.3252 -0.3497
N 0.0194 -1.3181 0.5300
H 1.3022 1.6636 0.9257
H 1.4028 -0.6551 1.8878
H -1.6164 -1.5611 -0.8032
H 0.1854 -1.6410 -1.4090
H -0.9018 2.1970 -0.4142
*
```

Output
frontier orbital gap (spin up / spin down)	6.99 / 8.27	eV
M	81.1	g mol⁻¹
E_LUMO (spin up / spin down)	-7.40 / -6.95	eV

=====

So which one is most stable? That would be C, about 0.0420 hartree below the next structure.

=====

--- A ---
Formula: C10H10N2O2
Source: the OMol25 dataset
Level of theory: ωB97M-V/def2-TZVPD

Structure (ORCA input):
```
! RIJCOSX wB97M-V def2-TZVPD def2/J DEFGRID3
* xyz 0 1
C 2.0742 0.2010 1.9600
C 1.6968 1.5072 1.5202
C 1.6798 -0.7867 1.1429
C 0.8612 1.7097 0.4151
C 0.5085 0.5538 -0.3824
C -1.9762 -1.0722 0.2308
C -0.9840 -2.0684 -0.4457
C -0.6449 -1.4760 -1.7420
C -1.4901 0.0142 -1.7899
C 0.4658 -1.9504 -0.6025
N 0.8726 -0.6375 0.0904
N 0.6285 2.9451 -0.0870
O -0.3732 0.8844 -1.3991
O -2.4191 -0.1323 -0.7631
H 2.7659 0.0146 2.8067
H 1.9119 2.3279 2.0836
H 1.7621 -1.8281 1.3546
H -2.8481 -1.6225 0.5742
H -1.6486 -0.5395 1.2609
H -1.3327 -3.1217 -0.4753
H -0.5465 -2.1174 -2.6788
H -1.8425 0.3421 -2.7358
H 1.0544 3.8103 0.1792
H -0.1759 3.0423 -0.5168
*
```

Output
frontier orbital gap	7.87	eV
M	190.2	g mol⁻¹
E_LUMO	0.50	eV

=====

--- B ---
Formula: C10H10N2O2
Source: the OMol25 dataset
Level of theory: ωB97M-V/def2-TZVPD

Structure (ORCA input):
```
! RIJCOSX wB97M-V def2-TZVPD def2/J DEFGRID3
* xyz 0 1
O 0.5937 2.0877 -0.7985
C 1.2999 1.3194 -0.1235
C 2.3819 1.6009 0.8445
C 3.3380 0.5836 0.8215
N 3.2402 -0.7060 0.2958
C 2.1723 -1.0423 -0.5319
O 2.0874 -2.1811 -1.0355
N 1.2237 -0.0674 -0.6172
H 2.5410 2.5638 1.2895
H 4.3191 0.5091 1.3137
H 4.0182 -1.4101 0.4615
H 0.5222 -0.3683 -1.3340
C -2.5800 0.7496 -0.9869
C -1.3276 0.1258 -1.0360
C -1.1491 -0.9648 -0.2536
C -2.0309 -1.2477 0.8589
C -3.2543 -0.5517 1.1051
C -3.4748 0.4525 0.1091
H -3.0197 1.4143 -1.7247
H -0.6100 0.2680 -1.8631
H -0.2018 -1.3274 -0.3436
H -1.8912 -2.1158 1.5751
H -3.9760 -0.7843 1.8604
H -4.2220 1.0922 0.1133
*
```

Output
frontier orbital gap	9.14	eV
M	190.2	g mol⁻¹
E_LUMO	0.27	eV

=====

So which one is most stable? That would be B, about 0.1299 hartree below the next structure.

=====

--- A ---
Formula: H2NOS2
Source: the OMol25 dataset
Level of theory: ωB97M-V/def2-TZVPD

Structure (ORCA input):
```
! RIJCOSX wB97M-V def2-TZVPD def2/J DEFGRID3
* xyz -1 1
N 1.0460 -0.8595 -1.1626
O 1.7105 -0.3422 -2.0271
S -1.5020 -1.1371 -1.3013
S 0.9917 -0.3692 0.6466
H -1.2739 -0.9367 -2.5785
H -0.2372 -0.8098 0.8957
*
```

Output
frontier orbital gap (spin up / spin down)	6.42 / 6.42	eV
M	96.2	g mol⁻¹
E_LUMO (spin up / spin down)	3.69 / 3.69	eV

=====

--- B ---
Formula: H2NOS2
Source: the OMol25 dataset
Level of theory: ωB97M-V/def2-TZVPD

Structure (ORCA input):
```
! RIJCOSX wB97M-V def2-TZVPD def2/J DEFGRID3
* xyz -1 1
N -1.2079 1.6393 -0.2699
O -1.4571 2.7970 -0.6252
S 1.4153 -2.1424 0.4874
S 0.3307 1.0427 -0.5127
H 0.8705 -0.9313 0.4198
H 0.0486 -2.4054 0.5006
*
```

Output
frontier orbital gap	6.80	eV
M	96.2	g mol⁻¹
E_LUMO	3.57	eV

=====

So which one is most stable? That would be B, about 0.0416 hartree below the next structure.

=====

--- A ---
Formula: C14H42O7
Source: the OMol25 dataset
Level of theory: ωB97M-V/def2-TZVPD

Structure (ORCA input):
```
! RIJCOSX wB97M-V def2-TZVPD def2/J DEFGRID3
* xyz 1 2
C -4.0075 -23.7693 7.1584
C -4.8562 -22.6319 6.5363
O -4.8294 -21.4942 7.3694
H -3.0052 -23.3791 7.3350
H -3.9979 -24.6808 6.5607
H -4.4496 -24.0849 8.1034
H -5.9018 -22.9197 6.4270
H -4.5061 -22.3982 5.5308
H -5.3503 -20.7886 6.9791
C -3.9383 -20.0166 2.8002
C -2.7842 -19.9372 3.7495
O -1.7381 -19.2788 3.1048
H -4.3766 -19.0317 2.6392
H -4.7069 -20.6552 3.2356
H -3.6719 -20.4665 1.8439
H -2.5545 -20.9538 4.0685
H -3.1636 -19.4155 4.6281
H -0.9097 -19.7506 3.2173
C -5.3402 -17.9829 6.9804
C -6.5492 -18.3484 6.0954
O -6.9799 -19.6731 6.4305
H -4.9834 -16.9903 6.7056
H -4.5210 -18.6953 6.8827
H -5.6266 -17.9553 8.0317
H -6.2715 -18.3124 5.0420
H -7.3706 -17.6668 6.3164
H -7.1442 -20.0922 5.5826
C -2.7731 -16.3153 8.7796
C -2.6194 -14.9404 8.2498
O -1.2549 -14.4909 8.3947
H -2.2112 -16.3943 9.7103
H -2.4862 -17.0656 8.0428
H -3.8086 -16.4976 9.0669
H -3.2910 -14.3038 8.8258
H -2.9490 -14.8425 7.2154
H -1.1545 -13.5907 8.0767
C -7.3214 -21.0858 10.2640
C -7.6723 -19.5970 10.1382
O -8.4212 -19.4278 9.0151
H -6.7783 -21.5406 9.4356
H -8.2534 -21.6050 10.4874
H -6.7238 -21.2865 11.1532
H -6.7380 -19.0490 10.0158
H -8.1604 -19.1929 11.0251
H -7.9936 -19.7563 8.2208
C -9.3830 -19.5764 3.9421
C -8.6034 -20.7341 3.4746
O -7.2762 -20.6624 3.9023
H -8.8678 -18.6805 3.5954
H -9.4612 -19.6158 5.0285
H -10.3769 -19.6974 3.5112
H -8.6207 -20.8619 2.3923
H -9.1174 -21.5975 3.8971
H -6.8211 -21.5009 3.7950
C -8.0499 -15.9183 8.4824
C -7.0231 -14.8793 8.0972
O -6.3769 -14.3127 9.2695
H -7.6441 -16.8258 8.9294
H -8.5768 -16.2254 7.5790
H -8.7928 -15.5455 9.1874
H -7.4651 -14.0546 7.5380
H -6.2303 -15.3273 7.4982
H -6.1072 -13.4136 9.0685
*
```

Output
frontier orbital gap (spin up / spin down)	9.50 / 2.68	eV
M	322.5	g mol⁻¹
E_LUMO (spin up / spin down)	-2.50 / -9.32	eV

=====

--- B ---
Formula: C14H42O7
Source: the OMol25 dataset
Level of theory: ωB97M-V/def2-TZVPD

Structure (ORCA input):
```
! RIJCOSX wB97M-V def2-TZVPD def2/J DEFGRID3
* xyz 1 2
C -0.4084 1.1207 -1.7118
C 0.6065 1.6850 -0.6524
O -0.1551 1.6199 0.5646
H -0.1890 0.1048 -2.0404
H -0.1964 1.6047 -2.6652
H -1.4816 1.2452 -1.5675
H 0.7378 2.7230 -0.9580
H 1.5325 1.1184 -0.7505
H 0.2781 2.2088 1.1869
C -1.3703 4.9583 2.7599
C -0.3906 6.0989 2.9314
O -0.9189 7.2299 3.6513
H -2.3692 5.3778 2.6407
H -1.4182 4.3143 3.6379
H -1.1606 4.4131 1.8396
H -0.0968 6.3769 1.9192
H 0.5680 5.7910 3.3489
H -1.6694 7.5080 3.1212
C 3.1991 1.5343 3.1439
C 3.1366 2.3827 1.9387
O 1.9862 3.2890 1.9406
H 3.5761 1.9233 4.0898
H 3.9241 0.7630 2.8839
H 2.3227 0.9287 3.3747
H 3.1431 1.8848 0.9691
H 4.0839 2.9212 1.9680
H 2.3413 4.1394 1.6716
C -4.1937 -1.4708 0.7939
C -2.8584 -0.7934 0.4725
O -2.5360 0.1635 1.4670
H -5.0397 -0.8424 0.5155
H -4.1211 -1.7612 1.8419
H -4.2506 -2.2886 0.0755
H -2.8923 -0.1553 -0.4106
H -2.0857 -1.5509 0.6033
H -1.6245 0.3904 1.2687
C 0.5310 -1.0312 3.0454
C 0.8191 -1.4116 1.5723
O 1.3876 -2.7042 1.3965
H 1.3829 -1.2471 3.6901
H -0.4219 -1.4121 3.4128
H 0.3816 0.0479 3.0115
H 1.4320 -0.6008 1.1784
H -0.0469 -1.5248 0.9202
H 1.4837 -2.9335 0.4692
C 0.4597 -2.3018 -4.9447
C 1.3347 -3.6035 -5.0158
O 1.7709 -3.6836 -6.4024
H 0.9820 -1.4120 -5.2963
H 0.0521 -2.1312 -3.9482
H -0.4009 -2.3756 -5.6095
H 0.7014 -4.4629 -4.7957
H 2.0926 -3.5723 -4.2331
H 1.6367 -4.5864 -6.7001
C -1.4507 -3.9735 -2.4050
C -0.2513 -3.7383 -1.4580
O 0.9660 -4.1137 -2.0626
H -1.5910 -3.1671 -3.1248
H -2.4120 -3.9628 -1.8914
H -1.4336 -4.9645 -2.8585
H -0.2291 -4.3315 -0.5438
H -0.1426 -2.6847 -1.2004
H 0.9566 -5.0736 -2.0700
*
```

Output
frontier orbital gap (spin up / spin down)	9.44 / 2.57	eV
M	322.5	g mol⁻¹
E_LUMO (spin up / spin down)	-2.61 / -9.47	eV

=====

So which one is most stable? That would be A, about 0.0630 hartree below the next structure.